# C7H12O

The molecule C7H12O in a non-equilibrium geometry (the ωB97M-V functional and the def2-TZVPD basis, OMol25).

Summary:
**Energy above the lowest of the compared OMol25 structures with the same formula, charge and spin**: 316.5 kJ/mol
**LUMO**: 1.0 eV
**Orbital gap**: 10.31 eV
**SMILES**: C=C(C)[C@@]1(C)O[C@H]1C
**F_max**: 0.0776 Eh/bohr
**E**: -349.0281 hartree

Last column: natural (NBO) charge in e.
Cartesian coordinates (Å):
C  -1.330868  -0.176876  -1.105497  -0.403
C  -0.055216  0.048869  -0.831226  -0.002
C  0.862934  0.328820  -1.855874  -0.641
C  0.504645  -0.371886  0.479855  0.196
C  0.979682  -1.807153  0.410122  -0.627
O  1.265759  0.538666  1.167687  -0.514
C  -0.062324  0.344062  1.698892  0.049
C  -1.012786  1.544861  1.361840  -0.643
H  -2.172945  -0.497743  -0.459162  0.195
H  -1.758449  -0.230349  -2.035502  0.186
H  1.236699  1.310435  -1.557344  0.238
H  1.715511  -0.239308  -1.782460  0.214
H  0.318088  0.066871  -2.914254  0.220
H  0.100665  -2.378478  0.149021  0.224
H  1.545953  -1.920038  -0.542598  0.212
H  1.482282  -2.206474  1.328978  0.232
H  0.120234  0.093090  2.844972  0.210
H  -2.118166  1.347665  1.292832  0.218
H  -0.828096  1.907589  0.328447  0.229
H  -0.793602  2.297378  2.021268  0.208

Cartesian forces (eV/Å) of the 3 atoms listed first:
-1.17 -0.87 2.13
-2.74 -2.47 1.36
-0.91 1.24 -3.68